Here is a 2-piece molecular cluster, C2H6N2O4 overall in a non-equilibrium geometry from OMol25. Energies are from wB97M-V/def2-TZVPD.

Last column: Löwdin charge in e.
Geometry (Å):
C: 1.82 0.64 0.51  -0.368
C: -2.17 0.02 0.69  -0.533
N: 1.57 -0.45 -0.56  -0.198
N: -2.42 -0.35 -0.54  -0.137
O: 2.57 -0.51 -1.60  -0.419
O: -3.79 -0.47 -0.66  -0.219
O: 3.22 0.48 0.67  -0.287
O: -3.07 0.24 1.57  -0.216
H: 1.60 1.69 0.03  0.013
H: -1.06 0.04 0.96  0.080
H: 0.66 -0.24 -0.95  0.094
H: 1.61 -1.37 0.01  0.143
H: 3.46 0.35 -0.32  0.038
H: -4.01 -0.06 0.21  0.009

Its net charge is -2. Its largest force on an atom is 2.252 eV/Å. The value obtained for the gap between HOMO and LUMO is 5.7 eV. Its energy relative to the best compared isomer or geometry (same formula, charge and spin) is 121.6 kcal per mole. Its LUMO energy is 6.80 eV.

---

Here is a 3-piece molecular cluster, C25H38F6IN3O7 overall in a non-equilibrium geometry from OMol25. Energies are from wB97M-V/def2-TZVPD.

Last column: Löwdin charge in e.
Geometry (Å):
C: 5.89 -2.09 2.14  -0.112
O: 5.74 -1.38 0.87  -0.226
C: 4.49 -0.65 1.02  -0.238
C: 4.06 0.22 -0.26  -0.149
C: 3.35 -0.60 -1.45  -0.202
C: 3.78 -2.14 -1.58  -0.194
C: 3.03 -3.17 -0.60  -0.202
C: 1.64 -2.68 0.01  -0.220
C: 0.43 -2.52 -1.04  -0.221
C: -1.04 -2.75 -0.43  -0.209
C: -1.34 -2.04 0.98  -0.146
C: -2.08 -0.61 0.92  -0.364
C: -1.85 0.05 2.40  -0.158
N: -1.74 0.55 3.49  0.147
C: -3.67 -0.64 0.70  -0.148
C: -4.25 -1.90 -0.10  -0.185
O: -5.72 -1.96 -0.08  -0.100
C: -6.30 -0.85 -0.75  -0.226
O: -6.77 -0.89 -1.92  0.036
C: -1.36 0.47 -0.09  -0.763
N: 0.15 0.47 0.06  0.027
I: -2.06 0.36 -2.15  1.010
C: -1.82 1.93 0.46  -0.246
N: -2.19 2.98 0.97  0.146
H: 5.09 -2.92 2.23  0.092
H: 6.94 -2.58 2.23  0.107
H: 5.73 -1.39 3.05  0.076
H: 4.65 0.11 1.89  0.119
H: 3.70 -1.39 1.39  0.107
H: 4.93 0.85 -0.67  0.120
H: 3.27 1.00 0.11  0.107
H: 2.23 -0.40 -1.39  0.060
H: 3.70 -0.09 -2.44  0.115
H: 3.56 -2.47 -2.67  0.110
H: 4.92 -2.27 -1.45  0.116
H: 2.94 -4.19 -1.14  0.117
H: 3.74 -3.37 0.30  0.095
H: 1.70 -1.70 0.63  0.090
H: 1.30 -3.48 0.78  0.123
H: 0.58 -3.35 -1.84  0.125
H: 0.41 -1.53 -1.61  0.052
H: -1.14 -3.89 -0.25  0.124
H: -1.83 -2.53 -1.26  0.069
H: -0.42 -1.91 1.66  0.122
H: -2.04 -2.76 1.56  0.128
H: -4.15 -0.67 1.76  0.148
H: -4.03 0.34 0.23  0.096
H: -3.94 -1.89 -1.21  0.094
H: -3.90 -2.89 0.41  0.142
H: -6.35 0.15 -0.15  0.167
H: 0.48 0.76 -0.89  0.051
H: 0.39 1.26 0.69  0.099
C: 3.75 4.03 6.48  -0.062
C: 4.79 4.29 5.41  -0.205
O: 5.78 3.25 5.40  0.022
C: 5.45 2.12 4.73  -0.360
O: 4.39 1.95 4.16  0.156
C: 6.60 1.12 4.75  -0.496
F: 7.16 1.01 5.98  0.157
F: 7.60 1.48 3.91  0.161
F: 6.23 -0.12 4.39  0.123
H: 4.23 3.90 7.46  0.084
H: 3.04 4.86 6.55  0.084
H: 3.19 3.11 6.28  0.079
H: 5.31 5.22 5.62  0.126
H: 4.33 4.40 4.42  0.126
C: -7.81 1.69 -3.99  -0.062
C: -7.38 0.61 -4.96  -0.205
O: -7.13 1.17 -6.26  0.022
C: -5.92 1.74 -6.44  -0.364
O: -5.07 1.80 -5.58  0.154
C: -5.77 2.25 -7.87  -0.507
F: -6.87 2.91 -8.30  0.152
F: -5.56 1.24 -8.74  0.154
F: -4.73 3.10 -8.01  0.154
H: -8.67 2.24 -4.38  0.083
H: -8.08 1.25 -3.02  0.069
H: -7.02 2.42 -3.83  0.079
H: -8.18 -0.12 -5.08  0.130
H: -6.50 0.07 -4.59  0.116

Its net charge is 0. Its largest force on an atom is 6.908 eV/Å. The value obtained for the gap between HOMO and LUMO is 9.0 eV. Its LUMO energy is -0.71 eV. As for the SMILES: COCCCCCCCCC[C@](C#N)(CCOC=O)[C@@](N)(I)C#N.CCOC(=O)C(F)(F)F.CCOC(=O)C(F)(F)F.

---

Here is a 3-piece molecular cluster, C4H16NO2S overall in a non-equilibrium geometry from OMol25. Energies are from wB97M-V/def2-TZVPD.

Last column: Löwdin charge in e.
Geometry (Å):
C: 1.28 -1.06 -0.53  -0.156
C: 1.54 0.33 -1.08  -0.271
C: 0.49 1.40 -0.83  -0.462
S: -0.92 1.08 -1.98  0.833
C: -2.38 1.07 -0.89  -0.399
N: 0.68 -1.09 0.83  0.167
H: 0.51 -1.51 -1.17  0.116
H: 2.06 -1.81 -0.64  0.140
H: 1.86 0.23 -2.11  0.121
H: 2.50 0.64 -0.63  0.119
H: 0.94 2.32 -1.18  0.077
H: 0.04 1.50 0.15  0.064
H: -2.37 1.90 -0.19  0.043
H: -2.52 0.10 -0.43  0.007
H: -3.20 1.19 -1.59  0.035
H: 0.08 -0.30 1.07  0.132
H: -0.04 -1.83 0.89  0.112
H: 1.25 -1.15 1.69  0.130
H: -1.91 -2.25 0.80  0.062
H: -2.46 -1.81 2.12  0.080
O: -1.65 -2.16 1.73  -0.042
H: 2.49 0.54 2.63  0.058
H: 1.55 0.32 3.79  0.071
O: 2.12 -0.16 3.18  -0.037

Its net charge is +1. Its largest force on an atom is 2.611 eV/Å. The value obtained for the gap between HOMO and LUMO is 8.9 eV. Its energy relative to the best compared isomer or geometry (same formula, charge and spin) is 22.1 kcal per mole. Its LUMO energy is -3.22 eV.

---

Here is an isolated molecule of C4H3NS2 in a non-equilibrium geometry from OMol25. Energies are from wB97M-V/def2-TZVPD.

Last column: Löwdin charge in e.
Geometry (Å):
C: 1.47 -0.40 0.19  -0.593
C: -1.03 -0.66 0.09  -0.873
C: -1.11 0.79 -0.09  -0.155
C: -1.17 2.01 -0.08  0.111
H: 1.29 0.59 0.21  -0.006
H: 0.28 -1.92 0.06  0.092
H: -0.89 3.22 -0.33  0.145
N: 0.24 -0.95 0.25  -0.056
S: 3.10 -0.87 -0.17  0.574
S: -2.18 -1.80 -0.14  0.761

Its net charge is 0. Its largest force on an atom is 6.133 eV/Å. The value obtained for the gap between HOMO and LUMO is 7.5 eV. Its energy relative to the best compared isomer or geometry (same formula, charge and spin) is 71.5 kcal per mole. Its LUMO energy is -1.67 eV. As for the SMILES: C#CC(=S)NC=S.

---

Here is an isolated molecule of C5H11N from OMol25. Energies are from wB97M-V/def2-TZVPD.

Last column: Löwdin charge in e.
Geometry (Å):
C: 2.39 -0.40 0.76  -0.112
C: 1.74 -0.39 -0.64  -0.312
C: 0.33 -0.52 -0.24  0.034
C: -0.51 0.67 -0.49  -0.303
N: -1.85 0.18 -0.81  -0.144
C: -2.69 0.14 0.38  -0.159
H: 1.99 0.41 1.38  0.075
H: 2.17 -1.34 1.26  0.075
H: 3.47 -0.26 0.67  0.076
H: 2.01 0.51 -1.22  0.100
H: 2.07 -1.28 -1.18  0.111
H: -1.70 -0.79 -1.07  0.080
H: -0.14 1.35 -1.28  0.115
H: -0.53 1.28 0.43  0.133
H: -3.61 -0.39 0.15  0.076
H: -2.94 1.17 0.66  0.077
H: -2.20 -0.35 1.24  0.076

Its net charge is 0. Its largest force on an atom is 0.381 eV/Å. The value obtained for the gap between HOMO and LUMO is 8.4 eV. Its energy relative to the best compared isomer or geometry (same formula, charge and spin) is 95.0 kcal per mole. Its LUMO energy is 0.07 eV.

---

Here is an isolated molecule of C12H22O8 in a non-equilibrium geometry from OMol25. Energies are from wB97M-V/def2-TZVPD.

Last column: Löwdin charge in e.
Geometry (Å):
O: 2.47 1.22 -1.56  0.148
O: 2.29 0.42 1.00  0.169
O: 0.45 0.31 -1.98  0.066
O: 0.09 -0.15 0.63  0.049
O: 0.51 0.81 -3.33  -0.013
O: 0.04 -0.64 2.02  -0.047
O: -0.59 -2.50 -3.12  -0.172
O: 0.20 2.60 3.94  -0.178
C: 1.45 0.61 -1.20  -0.360
C: 1.34 0.31 0.27  -0.343
C: -1.30 -2.92 -1.94  -0.068
C: 1.00 3.39 3.03  -0.058
C: -2.37 -2.14 -4.79  -0.051
C: 1.29 1.51 5.79  -0.046
C: 0.94 -0.18 -4.20  -0.196
C: -0.84 0.08 2.89  -0.160
C: -0.27 -0.84 -4.87  -0.123
C: -0.26 0.25 4.32  -0.103
C: -1.26 -1.52 -3.93  -0.409
C: 0.78 1.36 4.35  -0.426
H: -2.10 -3.56 -2.28  0.078
H: -0.66 -3.47 -1.25  0.087
H: -1.67 -2.06 -1.38  0.084
H: 0.40 4.22 2.64  0.086
H: 1.38 2.81 2.17  0.082
H: 1.82 3.83 3.57  0.079
H: -3.24 -2.49 -4.19  0.085
H: -2.75 -1.38 -5.47  0.075
H: -1.96 -2.98 -5.37  0.088
H: 0.50 1.47 6.52  0.067
H: 1.98 0.64 6.05  0.102
H: 1.84 2.46 5.92  0.084
H: 1.51 -0.95 -3.70  0.133
H: 1.60 0.31 -4.91  0.139
H: -1.77 -0.51 2.93  0.117
H: -1.12 1.04 2.45  0.129
H: 0.08 -1.55 -5.64  0.132
H: -0.77 -0.03 -5.45  0.131
H: -1.07 0.50 5.01  0.127
H: 0.17 -0.70 4.64  0.128
H: -1.77 -0.77 -3.29  0.147
H: 1.65 1.15 3.71  0.141

Its net charge is 0. Its largest force on an atom is 5.603 eV/Å. The value obtained for the gap between HOMO and LUMO is 9.7 eV. Its energy relative to the best compared isomer or geometry (same formula, charge and spin) is 0.0 kcal per mole. Its LUMO energy is -0.12 eV. As for the SMILES: CO[C@H](C)CCOOC(=O)C(=O)OOCC[C@H](C)OC.